1.
ClZn2 | wB97M-V/def2-TZVPD

highest occupied orbital energy: -26.127 eV
DFT total energy: -4017.35582 a.u.
net charge: +3
ΔE to the lowest compared entry with this formula, charge and spin: 0.214 eV

Geometry as XYZ:
```
3
Properties=species:S:1:pos:R:3:forces:R:3
Zn -0.690525 -0.132267 2.357140 0.29 0.03 -0.93
Zn 0.739374 0.092533 -2.418430 -0.31 -0.06 1.05
Cl -0.048848 0.039734 0.061290 0.03 0.02 -0.12
```
Forces are in eV/Å.

2.
C60H141O40P7S3 | wB97M-V/def2-TZVPD

highest occupied orbital energy: -10.042 eV
DFT total energy: -8964.93975 a.u.
SMILES: CCOP(=O)(OCC)OCC.CCOP(=O)(OCC)OCC.CCOP(=O)(OCC)OCC.CCOP(=O)(OCC)OCC.CCOP(=O)(OCC)OCC.CCOP(=O)(OCC)OCC.CCOP(=O)(OCC)OCC.O=S1(=O)CCCC1.O=S1(=O)CCCC1.O=S1(=O)CCCC1.COC(=O)OC.COC(=O)OC

Geometry as XYZ:
```
251
Properties=species:S:1:pos:R:3:forces:R:3
S -0.217313 1.374009 0.273540 3.37 0.28 0.39
S 0.432257 7.130889 0.704200 -0.64 -0.34 1.10
S 4.045727 -5.899841 0.164820 -0.63 -1.33 -1.05
P -2.533883 1.351499 -7.405570 -0.21 0.30 0.12
P 5.661007 -3.193841 4.233670 -3.79 0.12 0.02
P -2.045093 -6.142321 -3.450090 -0.80 -0.41 -0.39
P 6.510687 0.994039 -0.647650 1.16 1.55 -0.06
P -0.905693 -1.510221 5.248050 0.10 0.53 -0.59
P -5.324563 -1.505831 -0.585700 -1.00 -0.31 1.55
P 0.651867 5.490889 5.558340 0.47 0.68 -0.06
O -0.466393 -5.750331 -3.489880 -1.22 -1.59 0.40
O -0.724613 6.390909 5.582110 3.10 -0.23 0.19
O 4.621937 -5.037111 -0.860480 -0.39 -0.57 0.82
O 5.815197 -0.350121 -0.964480 -0.29 0.31 -2.42
O -4.246183 -2.411721 -0.024240 -1.97 1.96 -1.61
O 1.804657 6.978909 0.270690 -0.29 0.28 -0.17
O 1.029227 2.215409 0.291760 -2.72 -2.11 -0.50
O -2.556223 2.870929 -6.740490 0.17 -3.85 0.05
O -2.095813 1.273959 -8.821070 0.24 0.13 1.63
O 0.155537 7.879589 1.931220 0.30 -0.60 -1.06
O -2.780623 -6.080321 -4.760960 1.42 -0.23 2.38
O -5.365053 3.024059 -3.765540 0.57 1.11 0.25
O 1.043297 5.467189 4.001750 -1.37 0.45 0.68
O -4.055173 0.869899 -7.255170 2.40 3.76 1.88
O -2.712343 -5.161501 -2.353440 0.73 -0.51 -1.71
O 5.165857 -1.646981 4.217660 0.08 -1.39 -0.41
O 0.508877 -1.182871 4.944920 -1.28 -0.51 -0.04
O -1.292103 1.819299 1.105520 -1.15 0.57 0.15
O 4.572417 -4.187311 3.874160 1.96 1.59 0.49
O 4.874917 -6.651501 1.081790 -0.05 0.63 -0.36
O 0.507607 4.175459 6.191360 0.00 0.37 0.02
O -1.638113 -2.684131 4.342170 0.33 1.57 2.56
O 0.011707 4.637259 -4.199080 -0.06 0.86 0.54
O 5.462717 1.720969 0.334330 0.79 -0.61 -0.73
O -5.621283 -0.110361 0.254200 0.50 -2.30 -1.52
O -3.875653 3.393919 -2.019750 -2.65 0.42 -1.32
O -5.272853 -1.008071 -2.126800 0.53 0.40 1.09
O 0.940687 3.487589 -2.401470 -0.93 3.25 -2.07
O 1.893737 6.352689 6.219790 -2.37 -0.77 -0.62
O -1.909203 -0.208931 5.046050 0.03 -5.83 -1.11
O -5.871073 4.530099 -2.314950 0.14 -0.21 -0.63
O 6.899047 -3.130631 3.301740 0.27 0.63 -0.20
O 6.939957 1.773639 -1.832300 -0.55 -0.77 0.87
O 6.232357 -3.367411 5.690050 0.75 0.88 -1.01
O 7.706537 0.557959 0.309300 -1.96 0.58 1.12
O 1.687437 5.546919 -3.165880 -0.94 -0.26 -0.11
O -1.043133 -2.028101 6.773750 0.93 0.35 -2.61
O -1.981433 -7.606041 -2.676710 -0.28 3.78 0.18
O -6.823843 -2.203261 -0.470950 3.16 0.72 -0.19
O -1.768863 0.424549 -6.279000 -2.36 0.96 -1.48
C -2.271873 -5.110121 -0.990890 -0.15 -0.26 -0.05
C 1.859287 4.475939 3.403970 0.77 -1.27 -0.07
C 2.053927 7.747749 5.914580 1.34 0.93 0.41
C 1.376877 -5.546671 0.359140 0.09 0.69 0.70
C -5.722443 5.259589 -1.113320 1.17 -1.07 1.68
C -1.605333 0.965979 5.665410 1.05 1.74 -0.69
C 3.898477 3.465839 0.693460 0.00 0.24 -0.96
C -1.696703 5.605789 -0.028730 2.17 0.08 -0.21
C 6.186377 -2.522501 -0.068250 -0.35 0.06 0.80
C -5.013143 -0.511291 -8.770680 -0.89 -1.04 0.27
C -2.760883 -9.622451 -3.642500 -0.32 0.22 -2.28
C -2.225673 -2.374891 8.689710 -1.11 1.03 0.28
C 1.335517 3.030279 3.508750 0.06 0.38 -0.40
C -1.173453 -0.570301 -1.304160 0.69 0.33 1.09
C -4.818953 1.078729 0.125800 0.03 0.37 1.25
C -1.588843 -8.743681 -3.337770 1.05 -2.64 -0.25
C 2.722757 -5.029461 1.024180 -0.45 -1.11 -0.23
C 0.355187 1.314159 -5.762550 0.89 0.78 0.18
C -3.800853 -2.363201 -3.606660 -1.26 -0.57 -0.30
C -1.264483 4.021619 -4.185260 -0.82 -1.00 1.14
C 5.562967 -4.866751 7.253960 -0.46 0.35 1.23
C -1.603683 -4.486081 2.688820 -0.04 0.98 0.73
C -0.828863 0.936229 -1.415860 0.90 -0.83 -0.04
C -1.786503 2.038709 4.559280 -0.24 0.89 1.58
C 2.884117 5.526629 -2.377350 0.51 -0.29 0.65
C -0.077973 -4.460961 -3.907700 -0.95 0.76 -0.60
C 3.728277 -1.384101 4.240340 0.38 1.20 -1.25
C 5.415587 -3.376391 6.858010 0.48 -2.14 0.37
C -3.082763 3.918669 -7.495390 0.29 2.44 -0.22
C 8.878527 -4.036501 2.183400 -0.67 0.41 1.08
C -1.218073 -3.016201 3.058450 0.82 -0.85 -2.01
C -2.296263 -2.515791 7.194840 -0.38 -0.03 0.30
C 0.011967 -1.174261 -0.420800 -0.04 -0.49 -1.73
C 4.413477 2.438229 -0.363520 -0.65 1.67 1.77
C -1.416153 6.590639 -1.204070 0.68 0.08 0.71
C -7.946043 -1.506931 -0.947790 -2.31 -0.01 0.41
C -3.382153 -5.729291 -0.165620 1.21 0.52 1.04
C -8.882813 -2.577901 -1.542710 1.10 0.16 -0.09
C -5.247583 -1.908571 -3.269550 0.54 -0.61 0.70
C 2.937417 7.929859 4.651060 -1.39 -0.35 0.38
C 9.029277 0.390399 -0.099000 0.74 0.51 -1.15
C -0.334163 5.479849 0.780890 -0.87 0.40 -0.59
C -0.684443 7.779299 -0.565580 -0.81 0.40 0.29
C 9.987467 0.579239 1.046560 -0.02 -0.73 -0.06
C 1.657347 -6.235591 -0.962190 1.18 0.21 -0.94
C -0.432383 -4.179021 -5.376640 0.14 0.54 -0.48
C -4.937843 3.613529 -2.628700 1.50 -0.16 0.38
C 7.606827 -4.304021 2.995150 0.69 -2.13 -0.50
C -4.889703 1.714809 -4.067230 -0.12 -0.73 0.47
C -1.874253 4.710939 -8.110310 -1.60 -0.99 0.22
C -1.993453 5.790109 5.489360 -1.39 0.29 -0.57
C 0.831257 4.494769 -3.147360 2.13 -2.46 1.21
C -0.397013 0.179509 -6.374850 1.85 0.63 0.49
C 2.896517 -7.076661 -0.713630 0.18 0.22 0.44
C -4.452863 1.564359 1.538090 0.39 -0.28 -0.44
C -2.498803 5.864329 3.979680 0.66 -1.47 2.30
C -4.506063 -0.397961 -7.329170 -1.33 -2.15 -1.71
C 0.157947 -0.391671 0.838090 -1.36 0.87 -0.07
C 3.484467 -0.075051 3.360150 -0.60 -1.34 1.40
C 5.366947 -1.236041 -0.020410 -0.54 -1.62 1.48
H -3.623283 4.574969 -6.813320 0.20 0.08 0.48
H 3.558457 1.825699 -0.649610 0.34 -0.46 -0.09
H -1.294073 3.941109 -8.619090 0.17 0.47 -0.44
H -1.451303 -3.816781 -5.513290 -0.08 0.15 0.50
H -9.093793 -3.271551 -0.728810 -0.67 0.19 -0.05
H 4.374687 -3.096361 6.696140 0.09 0.08 -0.28
H -5.701553 0.287929 -9.045360 0.19 0.35 0.38
H -2.284873 5.492029 -8.750160 0.36 -0.11 -0.30
H -8.333243 -3.205811 -2.243990 0.14 0.20 -0.30
H -2.287043 1.025069 6.513860 0.17 0.78 0.14
H -0.398923 5.201529 1.832760 -0.23 0.12 -0.08
H 2.692307 5.434859 -1.308300 -0.28 -0.44 -0.22
H -5.791793 -1.427681 -4.082380 0.37 0.38 0.01
H 4.034437 -0.156261 2.422580 0.16 0.15 0.27
H 0.267137 1.430709 -4.682390 -0.23 -0.23 0.06
H -5.534293 4.538159 -0.318180 -0.40 -0.30 0.26
H 3.422557 6.472439 -2.437560 -0.58 0.22 -0.62
H -0.680673 -0.714721 1.454900 0.04 0.72 0.48
H -0.949693 -9.398971 -2.746000 0.42 0.72 0.90
H 4.301867 -1.437281 -0.135300 -0.18 -0.21 -0.82
H 0.031297 0.963169 -2.084820 0.24 0.47 0.18
H 3.033657 4.023109 0.333420 -0.20 -0.31 -0.31
H -5.321923 1.747779 2.169900 -0.03 -0.05 -0.13
H -2.527893 6.878539 3.581400 0.00 -0.24 0.07
H -3.796063 0.830299 2.004860 -0.21 -0.19 0.13
H 1.409647 1.133479 -5.971280 0.17 0.23 0.04
H 4.631107 4.254099 0.866660 0.33 -0.29 0.26
H 0.639237 -4.747191 0.289840 0.12 0.17 -0.18
H -2.680203 -4.476821 2.859440 -0.10 -0.51 -0.36
H 5.876257 -2.711581 7.588710 -0.05 0.00 -0.10
H -0.960093 -8.553711 -4.207650 -0.35 0.27 -0.35
H -0.008703 0.124559 -7.391850 -0.61 -0.53 -0.24
H 0.065097 2.262599 -6.214680 0.14 0.07 -0.11
H -1.136103 2.875989 4.812330 -0.14 0.17 0.01
H 6.990207 -5.099831 2.577340 -0.61 0.55 -0.85
H -2.037893 4.623149 -4.662870 0.67 0.11 -0.75
H -1.350723 -4.750071 1.661970 -0.20 0.53 -0.10
H -5.050253 1.430059 -5.107060 -0.56 0.65 0.03
H -4.777453 5.796309 -1.029520 -0.25 0.71 -0.73
H 9.093207 -0.568301 -0.613700 0.34 -0.25 0.20
H -2.393573 6.818529 -1.629300 0.27 0.47 -0.29
H 2.856547 4.541809 3.838970 0.13 -0.03 0.13
H 1.951997 -5.506011 -1.716510 -0.21 0.33 -0.07
H -1.419863 8.320049 0.030100 0.15 0.27 0.10
H 3.650127 0.861769 3.892140 0.52 -0.14 -0.08
H -5.905733 -2.720471 -2.960120 0.35 -0.53 -0.26
H 5.315447 -5.052681 8.299070 -0.23 0.15 0.17
H 4.849707 2.953249 -1.219410 -0.14 -0.11 -0.04
H -2.523853 -3.506621 6.801690 0.44 -0.24 0.15
H -3.890223 0.886479 -0.411400 -0.19 0.11 -0.34
H 9.849537 -0.187391 1.809040 -0.23 0.19 0.22
H -1.169893 -5.301381 3.267800 0.20 0.41 0.51
H -2.133463 -0.740681 -0.816860 0.01 0.02 0.41
H -0.098843 -0.685621 -5.782610 -0.68 -0.51 -0.39
H 9.446617 -4.964241 2.251800 0.29 0.24 -0.25
H -1.203483 3.000469 -4.561600 -0.14 0.36 -0.34
H -3.475433 -9.814201 -2.842030 0.28 0.18 -0.03
H 8.778147 -3.687121 1.155800 -0.39 -0.33 0.06
H 2.420827 -0.056441 3.122610 -0.13 -0.09 0.00
H -2.607963 6.299349 6.231750 -0.30 0.77 -0.51
H -5.305533 -0.538741 -6.601750 -0.24 0.13 0.00
H -3.211833 -2.578671 9.106910 0.17 -0.42 0.34
H 7.873817 -4.852121 3.898700 0.53 0.60 0.58
H 9.879297 1.583409 1.456470 0.14 -0.14 0.09
H -8.456033 -1.077601 -0.085420 -0.05 -0.11 0.35
H -1.714613 -2.380431 2.325410 -0.46 0.07 0.01
H -5.511223 1.126959 -3.391770 0.57 -0.83 -0.24
H 3.462127 -1.373561 5.297300 -0.41 0.61 -0.22
H 6.611357 -5.152481 7.168310 -0.08 0.05 -0.25
H -2.480883 6.052599 0.582430 -0.10 -0.35 0.09
H 3.572287 4.766599 -2.747330 -0.23 -0.25 0.11
H -2.938233 -5.790801 0.827980 -0.25 -0.62 0.21
H -4.205353 -0.503591 -9.502460 0.01 -0.23 0.18
H -6.620463 5.807029 -0.827020 0.19 0.10 -0.76
H -1.399943 -2.837551 9.230280 -0.22 -0.54 -0.43
H 2.982087 -3.970781 1.016770 -0.36 -0.06 -0.03
H -0.563453 0.899689 5.978760 0.05 0.57 0.39
H -1.544213 1.664279 -1.798380 -0.28 -0.13 0.46
H -3.232103 -1.677471 -4.234680 0.03 0.44 0.51
H 2.577447 -7.899051 -0.073350 0.59 -0.04 0.38
H 3.172797 -2.191131 3.762590 0.24 -0.16 0.09
H -3.680093 -6.711731 -0.531860 -0.08 0.22 0.05
H 1.299397 2.668059 4.536170 -0.10 0.10 -0.14
H -3.819553 1.550449 -3.941270 0.02 0.34 0.60
H -3.771643 -1.167861 -7.092550 0.35 0.09 -0.11
H -4.178913 -5.002651 -0.006610 -0.27 -0.23 -0.58
H -2.419693 -10.538931 -4.123900 0.18 -0.39 0.57
H 0.951697 -6.244151 1.080840 -0.02 -0.21 -0.09
H 9.244117 1.154969 -0.845580 0.07 0.01 -0.20
H 1.088857 8.254379 5.905270 -0.07 -0.13 -0.53
H 7.226907 -2.340731 0.200760 -0.01 0.19 -0.08
H -0.664923 -3.765441 -3.307830 0.10 0.40 0.16
H -7.819553 -0.602521 -1.542900 0.86 -0.43 -0.65
H -1.570303 1.775109 3.523970 0.09 -0.66 0.33
H 5.322697 -0.776221 0.966870 0.83 -0.05 0.26
H 5.771947 -3.171161 0.703490 0.11 -0.20 0.06
H 3.659637 7.113609 4.636010 -0.19 -0.11 -0.24
H -5.470433 1.803379 -0.362630 0.35 0.05 -0.31
H 0.894907 -6.849371 -1.441840 -0.40 0.16 0.52
H -1.939213 4.632829 -0.456110 -0.42 -0.01 0.42
H 0.224287 -3.402321 -5.768600 0.11 0.07 0.03
H -1.698923 3.927479 -3.190020 0.53 0.03 0.49
H 0.329507 4.771889 0.284460 0.08 0.07 -0.13
H -0.169823 8.494539 -1.207220 0.06 -0.30 -0.11
H -0.424323 -4.991771 -6.102900 0.58 -0.46 0.52
H 3.388277 -7.490081 -1.594170 0.07 0.27 0.03
H 2.743487 -5.460971 2.024910 0.30 0.57 0.14
H -1.267853 5.176359 -7.333300 -0.13 -0.15 0.12
H -5.645903 -1.396831 -8.830100 0.31 -0.40 -0.43
H 6.137457 -3.088861 -0.998280 -0.14 0.41 -0.07
H -0.729663 6.248099 -1.978340 -0.35 -0.71 -0.06
H 10.992207 0.405329 0.661400 0.13 0.34 -0.01
H 4.928167 -5.534921 6.672000 0.16 0.24 -0.30
H -2.087953 -1.305421 8.848990 0.06 0.13 0.17
H -9.737473 -2.162021 -2.076280 -0.16 -0.09 0.44
H -3.041443 -1.863081 6.740130 -0.47 0.09 0.43
H -2.027613 4.807439 5.959780 0.51 -0.56 -0.81
H -0.180623 -2.241861 -0.314860 -0.04 -0.03 0.53
H 3.512367 8.850619 4.552420 -0.38 0.19 0.40
H 0.986317 -1.122871 -0.906700 -0.13 0.07 -0.79
H -1.273963 -5.545471 -0.938410 -0.15 -0.73 0.26
H -0.165913 -2.775581 2.906270 0.32 -0.34 0.34
H 9.350257 -3.228421 2.742480 0.61 -0.12 -0.11
H 1.980087 4.749319 2.355750 -0.22 0.16 0.03
H -1.289163 -1.091471 -2.254470 0.43 0.28 -0.19
H 0.960467 -4.321381 -3.607260 0.06 -0.23 -0.47
H -2.081673 -4.085191 -0.672400 -0.51 0.38 -0.36
H 2.563227 8.188819 6.771410 0.08 -0.30 0.23
H -1.801493 5.195679 3.474940 0.18 0.44 -0.48
H -3.820373 2.450619 1.487110 -0.22 0.22 -0.18
H 1.961887 2.365269 2.914180 0.34 0.15 0.10
H -3.909963 3.633639 -8.145460 0.58 -0.43 -0.70
H 1.085637 -0.423121 1.409500 0.02 0.05 -0.38
H 3.575067 3.009839 1.629180 0.36 -0.23 -0.12
H 0.372547 2.929149 3.008190 -0.22 0.20 0.29
H -3.200203 -9.141451 -4.516420 -1.05 0.14 0.28
H -3.858633 -3.266771 -4.213550 -0.25 -0.18 -0.12
H -3.429803 5.299189 3.935430 -0.40 0.50 -0.12
H -3.304063 -2.717631 -2.703520 0.15 0.49 0.03
H 2.181097 7.873029 3.868220 0.74 -0.18 -0.73
H -2.819623 2.379859 4.625470 -0.11 0.15 -0.29
```
Forces are in eV/Å.

3.
H2N2O3S2 | wB97M-V/def2-TZVPD

highest occupied orbital energy: -10.344 eV
DFT total energy: -1132.61350 a.u.
ΔE to the lowest compared entry with this formula, charge and spin: 3.071 eV

Geometry as XYZ:
```
9
Properties=species:S:1:pos:R:3:forces:R:3
S -1.262301 -0.293830 0.672225 -1.86 -0.83 -0.17
S 1.238530 0.627532 0.352406 1.20 0.06 -0.83
O -0.664839 -1.559116 1.063632 -0.56 -0.03 0.16
O -0.134647 0.829201 1.164154 2.62 1.16 0.34
O 2.125419 1.725543 0.489910 -0.27 0.72 1.06
N 1.312818 -0.429869 -0.632729 2.05 0.00 1.15
N -0.944943 0.027595 -0.910081 -0.54 -0.52 1.46
H -1.718633 -0.336981 -1.387011 -1.32 -0.69 -1.32
H 0.048592 -0.590075 -0.812510 -1.32 0.14 -1.85
```
Forces are in eV/Å.